This record from the Open Molecules 2025 dataset describes C6H19N3 as an isolated structure in a non-equilibrium geometry. The level of theory is ωB97M-V/def2-TZVPD.

Structure (XYZ):
```
28
Properties=species:S:1:pos:R:3:forces:R:3:mulliken_charge:R:1
H 3.02487 0.41986 -1.00688 0.0 0.0 0.0 0.339
H 1.10297 0.64386 2.21648 0.0 0.0 0.0 0.371
H 0.68340 1.27183 -0.74133 0.0 0.0 0.0 0.238
C 1.11179 0.62824 0.03531 0.0 -0.1 0.1 0.443
H 3.12057 0.15833 0.73993 0.0 0.0 0.0 0.322
H -2.46186 2.05411 0.92857 -0.1 0.0 0.0 0.277
H 1.80080 -1.31751 -1.92214 0.0 0.0 0.0 0.374
N -3.16547 1.36776 0.67085 0.3 -1.4 1.4 -0.854
H 0.38841 -0.31513 -2.30548 0.0 0.0 0.0 0.305
H 0.47224 -2.68092 0.43490 0.0 0.0 0.0 0.372
C 0.59832 1.13448 1.38437 0.1 0.0 -0.2 -1.568
H 0.79116 2.20388 1.47218 0.0 0.0 0.0 0.433
H -1.39331 -0.70507 -0.06142 -0.2 0.1 0.0 0.202
N 0.58039 -0.71958 -0.25926 0.2 0.0 0.0 0.296
C 2.64057 0.74799 -0.04147 -0.2 -0.1 0.0 -1.549
C 0.75541 -1.10813 -1.65262 0.0 0.0 0.1 -1.147
H -2.03755 1.23979 -1.15276 -0.3 -0.2 -0.1 0.103
C -2.85003 0.75832 -0.58858 0.4 -1.2 0.4 -0.211
H -2.82683 -1.38915 -0.54000 0.0 0.0 0.1 0.270
H 0.87139 -1.48998 1.67121 0.0 0.0 0.0 0.324
C 1.04478 -1.77346 0.63532 0.0 0.1 -0.1 -1.177
H -0.47509 0.97587 1.48063 0.0 0.0 0.0 0.281
H -2.84087 0.16128 1.08951 -1.0 3.1 0.0 0.439
H 0.17622 -2.01288 -1.84811 0.0 0.0 0.0 0.377
H 2.93575 1.78752 0.10092 0.0 0.0 0.0 0.452
N -2.42161 -0.60294 -0.03540 0.4 -0.5 -1.6 -0.444
H 2.10995 -2.01401 0.50746 0.0 0.0 0.0 0.368
H -3.73641 0.57563 -1.21217 0.3 0.2 -0.1 0.361
```
Positions in Å, forces in eV/Å.

Calculated values
2S+1 = 1
HOMO-LUMO gap = 8.7263 eV
E = -10998.2834 eV
ΔE to the lowest compared entry with this formula, charge and spin = 56.5 kcal/mol